Record 1
Computed, not measured: C9H9N3O2 as an isolated structure, with wB97M-V/def2-TZVPD.

Each line ends with the Mulliken charge.
Atoms and positions in Å:
O -0.133 -1.016 0.202  -0.326
O 2.895 2.505 0.166  -0.577
N -3.235 1.550 -0.119  -0.641
N 3.635 0.317 -0.579  -0.174
N 1.309 0.878 -0.348  -0.076
C -2.089 -0.107 1.231  -0.367
C 2.208 -1.383 0.253  -0.502
C -3.197 0.743 -1.154  -0.233
C -2.721 1.103 1.055  -0.260
C 2.672 1.276 -0.140  0.331
C 0.975 -0.534 -0.069  0.498
C -2.006 -1.031 0.073  0.167
C -2.765 -0.614 -1.074  -0.489
C 3.489 -0.924 0.042  -0.214
H 0.591 1.447 -0.017  0.281
H 4.514 0.712 -0.402  0.294
H 4.448 -1.566 -0.055  0.325
H 1.945 -2.427 0.675  0.286
H -3.737 0.956 -2.042  0.376
H -2.805 1.809 1.897  0.356
H -2.887 -1.276 -1.911  0.381
H -1.651 -0.347 2.265  0.294
H -1.453 -2.070 0.052  0.273

Properties
relative energy (zero: lowest compared OMol25 entry of this formula, charge and spin) = 487.9 kJ/mol
energy = -662.98341 hartree
LUMO = -0.018 Ha
maximum force = 7.37 eV Å⁻¹
HOMO = -8.52 eV
multiplicity = 1


Record 2
Computed, not measured: one molecule with the formula C4H9NSi, with wB97M-V/def2-TZVPD.

Each line ends with the Mulliken charge.
Atoms and positions in Å:
Si 0.011 -1.445 -1.767  0.189
N 0.897 -0.533 -0.601  -0.133
C -0.137 0.142 3.065  -0.011
C 0.478 0.881 -0.460  -0.734
C -0.541 1.065 0.657  -0.665
C -0.401 0.562 1.969  -0.378
H -0.226 -0.163 4.067  0.441
H 0.091 1.362 -1.337  0.340
H -0.272 -0.573 -2.933  -0.112
H 0.877 -2.775 -2.168  -0.088
H 1.278 1.477 -0.122  0.345
H -0.856 2.044 0.623  0.422
H -1.585 0.554 0.518  0.206
H -1.455 -1.880 -1.147  -0.082
H 1.841 -0.719 -0.366  0.257

Properties
relative energy (zero: lowest compared OMol25 entry of this formula, charge and spin) = 360.7 kJ/mol
structure (SMILES) = C#CCCN[SiH3]
energy = -501.94351 hartree
LUMO = 0.034 Ha
maximum force = 4.44 eV Å⁻¹
HOMO = -9.34 eV
multiplicity = 1


Record 3
Computed, not measured: C13H18N2O2Sm as an isolated structure, with wB97M-V/def2-TZVPD.

Each line ends with the Löwdin spin population.
Atoms and positions in Å:
Sm -0.534 0.253 -0.681  5.065
O -0.682 2.208 -1.784  -0.012
O -2.446 1.208 -0.060  -0.010
N 1.507 -0.127 0.221  -0.019
N -0.946 -1.067 1.467  -0.008
C -3.539 0.804 0.796  0.000
C 0.357 -1.819 1.573  -0.001
C 3.922 -1.730 0.206  -0.004
C 0.313 -3.153 1.974  -0.001
C -2.938 2.179 -0.982  0.001
C 2.741 -2.186 0.883  0.000
C 2.575 0.181 -0.505  -0.001
C 0.059 2.811 -2.793  -0.001
C 1.459 -3.935 2.054  0.000
C -1.794 3.082 -1.320  0.000
C 1.530 -1.312 0.976  -0.002
C 2.651 -3.510 1.432  -0.003
C 3.801 -0.553 -0.573  -0.002
H 2.517 1.195 -0.960  0.000
H -3.346 -0.196 1.116  0.000
H -3.766 1.466 1.634  0.000
H -3.398 1.580 -1.824  0.000
H 4.621 -0.217 -1.220  0.000
H -2.018 3.731 -2.184  0.000
H -4.454 0.783 0.135  0.000
H 0.299 2.021 -3.451  0.000
H -0.700 -3.560 2.337  0.000
H 4.859 -2.272 0.311  0.000
H -1.496 3.695 -0.475  0.000
H -0.488 3.564 -3.300  0.000
H -1.784 -1.680 1.638  0.000
H 3.526 -4.188 1.386  0.000
H 1.500 -4.884 2.606  0.000
H -3.798 2.713 -0.513  0.000
H 0.982 3.217 -2.309  0.000
H -1.086 -0.302 2.190  0.001

Properties
energy = -1423.04766 hartree
total charge = +3
LUMO (alpha / beta) = -0.480 / -0.414 Ha
maximum force = 3.21 eV Å⁻¹
HOMO (alpha / beta) = -18.44 / -18.46 eV
multiplicity = 6


Record 4
Computed, not measured: one molecule with the formula C15H28N2O2, with wB97M-V/def2-TZVPD.

Each line ends with the Mulliken charge.
Atoms and positions in Å:
O -5.482 -0.701 2.040  -0.397
O 0.986 2.509 0.709  -0.669
N -0.978 1.524 0.213  -0.095
N -3.244 0.954 2.499  0.065
C -3.108 -0.292 1.774  -0.357
C 1.035 0.513 -0.649  -0.178
C 3.545 -1.899 -3.550  -0.800
C 4.115 -2.832 -2.486  -0.580
C 2.352 1.001 -1.251  -1.190
C 4.787 -2.028 -1.377  -0.784
C 3.254 -0.095 -1.830  0.533
C 3.801 -1.041 -0.759  -0.795
C -5.613 0.533 2.707  -0.723
C -2.129 1.867 2.405  -0.850
C -4.549 1.532 2.244  -0.507
C 2.563 -0.912 -2.924  -0.860
C -4.203 -1.248 2.256  -0.795
C -1.777 2.427 1.009  -0.836
C 0.373 1.620 0.157  0.332
H -5.512 0.382 3.792  0.356
H 4.111 0.415 -2.287  0.329
H 3.307 -3.431 -2.060  0.306
H -2.125 -0.721 1.977  0.409
H -1.435 0.735 -0.214  0.245
H -6.615 0.899 2.481  0.363
H 2.896 1.535 -0.469  0.381
H -4.646 2.460 2.810  0.427
H 5.637 -1.481 -1.791  0.363
H 2.983 -1.601 -0.302  0.286
H -4.173 -2.187 1.700  0.357
H 4.361 -1.348 -4.024  0.356
H 1.225 -0.311 0.043  0.174
H -1.171 3.326 1.142  0.397
H 0.355 0.162 -1.426  0.263
H 4.293 -0.463 0.026  0.347
H 1.727 -1.469 -2.496  0.320
H -4.712 1.747 1.174  0.279
H -2.353 2.708 3.065  0.345
H -1.245 1.356 2.800  0.429
H -2.686 2.687 0.461  0.426
H 2.124 1.723 -2.039  0.375
H 4.835 -3.517 -2.939  0.314
H -4.057 -1.448 3.327  0.385
H 5.168 -2.703 -0.607  0.361
H 3.042 -2.483 -4.325  0.342
H 2.167 -0.244 -3.692  0.352
H -3.230 -0.156 0.683  0.200

Properties
relative energy (zero: lowest compared OMol25 entry of this formula, charge and spin) = 22.5 kJ/mol
structure (SMILES) = O=C(CCC1CCCCC1)NCCN1CCOCC1
energy = -848.36220 hartree
LUMO = 0.025 Ha
maximum force = 0.59 eV Å⁻¹
HOMO = -8.53 eV
multiplicity = 1


Record 5
Computed, not measured: C44H55GeInN9O2Te as an isolated structure, with wB97M-V/def2-TZVPD.

Each line ends with the Mulliken charge.
Atoms and positions in Å:
Te 3.657 -2.787 0.341  -0.091
In 0.001 0.228 1.045  1.146
Ge 2.352 2.080 1.491  0.152
O -1.997 1.543 4.365  -0.761
O -0.824 1.576 2.471  -0.448
N 1.061 0.916 -3.337  0.576
N 0.797 -2.901 -0.599  0.970
N -0.551 1.511 -1.711  0.488
N -3.504 -1.721 -1.592  0.500
N 1.658 -4.949 0.042  0.889
N -1.340 -2.400 -1.326  1.494
N -0.948 1.921 -4.043  0.583
N -2.028 -0.457 -0.206  0.685
N 0.192 -0.966 2.974  0.035
C -1.340 3.771 -1.490  -0.896
C 2.521 2.884 3.309  0.437
C 3.018 4.428 5.585  -0.460
C 2.539 3.781 0.361  0.499
C 3.810 3.058 3.745  -0.410
C -2.539 1.948 -0.298  0.375
C -4.758 1.415 1.462  -1.307
C 1.243 0.203 -4.618  -1.311
C 3.009 6.206 -0.930  -0.489
C -4.453 -0.655 -1.858  -0.682
C -2.312 -1.488 -0.981  -1.257
C 4.043 5.317 -0.764  -0.655
C 2.359 -6.948 1.395  -0.908
C -3.248 4.398 -0.192  -1.167
C 4.059 3.860 4.847  -0.638
C -4.014 -3.076 -1.741  -1.170
C -0.203 -2.206 5.386  -0.529
C 1.473 3.501 3.979  -0.011
C 1.808 -5.908 -1.073  -0.774
C 1.563 4.767 0.339  -0.196
C 1.800 -5.518 1.437  -0.418
C -2.822 0.646 0.171  0.415
C -1.208 0.973 3.575  0.266
C 1.713 4.263 5.086  -0.696
C -0.664 -0.410 3.873  0.529
C 1.036 -7.177 -0.799  -0.534
C -1.506 2.384 -1.228  -0.002
C -0.427 2.591 -5.217  -1.247
C 0.658 -2.746 4.456  -0.851
C -1.061 -2.631 -2.767  -1.004
C 1.753 5.972 -0.343  -0.643
C 3.781 4.047 -0.184  -0.515
C -0.150 1.469 -3.009  -0.355
C -0.603 -3.258 -0.440  -0.599
C -2.219 4.790 -1.031  -1.015
C -3.392 3.021 0.213  1.033
C -2.382 1.868 -4.038  -1.391
C 2.163 0.975 -2.368  -0.373
C 0.834 -2.082 3.261  0.087
C -4.438 2.730 1.136  -0.946
C 1.711 -7.901 0.365  -0.615
C 1.770 -3.638 -0.107  -0.976
C -3.981 0.410 0.936  -0.354
C -0.923 -1.038 5.045  -0.719
H 3.168 4.985 6.530  0.371
H 3.626 1.204 1.452  -0.024
H 2.207 -7.361 2.417  0.379
H 1.775 1.427 -1.432  -0.451
H -5.026 3.577 1.545  0.389
H 3.128 7.142 -1.508  0.358
H 0.936 -7.811 -1.699  0.415
H -0.491 4.106 -2.103  0.563
H -2.737 2.853 -4.112  0.353
H -3.940 0.335 -2.013  -0.130
H -2.704 1.271 -4.920  0.421
H 0.442 3.242 3.732  0.231
H -5.692 1.196 1.986  0.447
H -1.678 -0.585 5.659  0.593
H 1.881 0.793 -5.334  0.331
H 1.531 -2.449 2.500  0.264
H -4.172 -0.694 1.059  0.462
H 2.451 -0.023 -2.087  0.238
H 0.579 4.564 0.782  0.367
H -4.914 -0.968 -2.776  0.551
H -3.397 -3.812 -1.147  0.283
H -1.719 -3.447 -3.172  0.247
H -1.150 -1.739 -3.408  0.210
H 0.350 -0.200 -5.110  0.358
H -0.901 -3.122 0.626  0.171
H 1.004 6.724 -0.282  0.495
H 2.868 -6.175 -1.196  0.368
H 2.544 -8.515 -0.055  0.231
H -5.192 -0.622 -1.056  0.350
H 0.654 2.523 -5.285  0.397
H 0.891 4.642 5.705  0.398
H 1.841 -0.648 -4.362  0.441
H 3.504 -6.887 1.295  0.304
H 4.609 2.602 3.163  0.379
H -0.742 3.640 -5.253  0.321
H -2.748 1.352 -3.153  0.271
H 5.021 5.595 -1.139  0.398
H -0.001 -2.983 -2.778  0.360
H -4.002 -3.417 -2.768  0.345
H 5.083 4.019 5.132  0.391
H -2.135 5.818 -1.364  0.460
H 1.054 -8.619 0.900  0.368
H 4.603 3.339 -0.170  0.431
H 2.990 1.612 -2.786  0.401
H 1.490 -5.453 -2.017  0.350
H 0.016 -6.867 -0.510  0.193
H 0.976 -1.930 -0.767  -0.744
H -3.996 5.105 0.087  0.493
H 1.201 -3.651 4.742  0.473
H 0.846 -5.402 1.925  0.253
H -0.373 -2.634 6.345  0.502
H 2.572 -4.847 1.895  0.319
H -0.900 2.120 -6.066  0.388
H -0.731 -4.351 -0.686  0.108
H -5.046 -3.162 -1.360  0.403

Properties
relative energy (zero: lowest compared OMol25 entry of this formula, charge and spin) = 169.7 kJ/mol
energy = -4887.67236 hartree
total charge = +1
LUMO = -0.133 Ha
maximum force = 4.04 eV Å⁻¹
HOMO = -9.35 eV
multiplicity = 1


Record 6
Computed, not measured: C3H5NO as an isolated structure, with wB97M-V/def2-TZVPD.

Each line ends with the Mulliken charge.
Atoms and positions in Å:
O -1.348 -0.134 0.488  -0.517
N 0.351 1.133 1.228  -0.681
C 0.343 -1.154 -1.546  -0.623
C 0.669 -0.053 -0.822  -0.099
C -0.217 0.248 0.369  0.430
H 1.570 0.508 -1.096  0.310
H -0.570 -1.702 -1.294  0.242
H 1.550 0.863 1.741  0.332
H 0.069 0.747 2.517  0.337
H 0.936 -1.522 -2.373  0.269

Properties
relative energy (zero: lowest compared OMol25 entry of this formula, charge and spin) = 336.5 kJ/mol
energy = -247.17909 hartree
LUMO = 0.000 Ha
maximum force = 10.94 eV Å⁻¹
HOMO = -10.12 eV
multiplicity = 1